Record 1
{
  "formula": "C6H10F5N3S",
  "method": "ωB97M-V with the def2-TZVPD basis set",
  "species": ["C", "C", "C", "C", "C", "C", "N", "N", "N", "F", "F", "F", "F", "F", "S", "H", "H", "H", "H", "H", "H", "H", "H", "H", "H"],
  "positions_angstrom": [[-1.320, 0.230, -1.324], [-1.240, -1.217, -1.057], [-1.049, 2.279, 0.070], [-1.265, -2.461, 1.100], [2.579, 1.008, 0.719], [3.605, 0.682, -0.337], [2.011, 1.348, 1.660], [-0.557, 0.995, -0.277], [-1.137, -1.250, 0.409], [-1.261, 0.501, 2.025], [1.325, -0.711, -0.035], [3.149, 0.586, -1.559], [4.208, -0.460, -0.022], [4.521, 1.635, -0.359], [-0.078, -0.128, 0.929], [-0.981, 0.512, -2.349], [-2.372, 0.530, -1.270], [-2.112, -1.743, -1.419], [-0.360, -1.688, -1.443], [-0.825, 2.507, 1.194], [-0.649, 3.100, -0.538], [-2.109, 2.306, -0.156], [-2.288, -2.702, 1.146], [-0.687, -3.422, 0.742], [-1.107, -2.437, 2.150]],
  "forces_ev_per_angstrom": [[0.1, 2.2, -0.9], [0.5, -0.6, 1.1], [0.1, 1.5, 2.1], [0.9, -3.3, 0.0], [0.7, 0.6, 0.3], [-0.1, -0.3, 0.5], [0.6, 0.4, -0.4], [1.3, -2.8, -1.0], [0.3, 0.2, -1.2], [-0.2, 0.0, 0.5], [-0.7, -0.7, -0.9], [-0.9, -0.1, -0.6], [0.0, -0.3, 0.2], [0.5, 0.7, 0.4], [-1.3, 1.4, 0.5], [0.0, -0.2, 0.8], [0.0, 0.2, 0.2], [-0.3, -0.1, 0.2], [0.6, -0.3, -0.6], [-0.6, -0.3, -2.2], [0.5, -0.4, 0.0], [-0.5, 0.0, 0.6], [-1.6, -0.6, -0.6], [-0.8, 2.0, 0.2], [0.9, 0.8, 1.0]],
  "mulliken_charge": [-0.609, -0.608, -0.922, -1.090, 0.307, 0.950, -0.447, 0.203, 0.131, -0.430, -0.538, -0.211, -0.232, -0.242, 0.298, 0.310, 0.314, 0.431, 0.304, 0.271, 0.321, 0.358, 0.438, 0.283, 0.408],
  "total_charge": 0,
  "e_above_lowest_kj_mol": 0.0,
  "gap_ev": 10.19
}

---

Record 2
{
  "formula": "C4H5NS2",
  "method": "ωB97M-V with the def2-TZVPD basis set",
  "species": ["C", "C", "C", "C", "H", "H", "H", "H", "H", "N", "S", "S"],
  "positions_angstrom": [[-1.889, 1.109, -0.143], [-0.437, 0.923, -0.113], [0.107, -0.427, -0.171], [1.304, -0.816, 0.657], [-2.127, 2.187, -0.236], [-0.643, -1.214, -0.300], [1.756, -0.030, 1.316], [1.381, -1.827, 1.034], [1.534, -1.500, -1.259], [1.493, -0.595, -0.763], [-2.984, -0.051, -0.009], [0.506, 2.240, -0.013]],
  "forces_ev_per_angstrom": [[-0.1, 0.9, 0.0], [0.7, 0.4, -0.1], [0.8, -1.3, 0.1], [0.6, 1.0, 0.4], [-0.2, -0.7, 0.1], [0.4, 0.2, -0.2], [-0.5, -0.7, -0.7], [-0.2, -0.1, 0.1], [-0.1, 0.6, 0.4], [-0.9, -0.4, 0.0], [-0.4, -0.1, 0.0], [-0.1, 0.1, 0.0]],
  "mulliken_charge": [-0.299, 0.241, 0.002, -0.384, 0.300, 0.373, 0.181, 0.284, 0.250, -0.497, -0.247, -0.204],
  "total_charge": 0,
  "e_above_lowest_kj_mol": 247.9,
  "gap_ev": 7.20
}

---

Record 3
{
  "formula": "C12H9BFI2N2O10P",
  "method": "ωB97M-V with the def2-TZVPD basis set",
  "species": ["N", "B", "O", "C", "I", "C", "I", "C", "O", "O", "C", "P", "O", "C", "O", "N", "C", "O", "F", "H", "H", "H", "H", "H", "H", "H", "C", "C", "C", "O", "C", "C", "C", "O", "O", "O", "H", "H"],
  "positions_angstrom": [[-0.958, -2.627, -0.330], [-0.946, -1.914, -1.610], [-0.600, -2.507, -2.787], [-1.381, -0.346, -1.639], [-0.523, 0.533, -3.409], [-0.893, 0.301, -0.343], [1.154, -0.140, 0.179], [-1.975, -0.147, 0.629], [-2.052, -0.050, 1.809], [-3.025, -0.740, -0.126], [-2.913, -0.172, -1.423], [-3.965, -1.013, -2.675], [-5.357, -0.503, -2.704], [-3.398, 1.299, -1.462], [-3.218, 1.964, -2.431], [-4.074, 1.844, -0.302], [-5.228, 1.236, 0.201], [-5.360, 0.648, 1.216], [-6.260, 1.469, -0.604], [-1.758, -3.227, -0.175], [-0.098, -3.112, -0.105], [-0.324, -3.412, -2.604], [-0.920, 1.395, -0.386], [-3.869, -2.380, -2.346], [-3.299, -0.812, -3.889], [-3.438, 2.037, 0.466], [6.502, 0.267, 2.916], [5.691, -0.591, 2.154], [4.505, 0.081, 1.402], [3.797, -0.644, 0.644], [4.270, 1.439, 1.598], [5.076, 2.306, 2.380], [6.327, 1.662, 3.056], [7.112, 2.387, 3.691], [4.861, 3.511, 2.549], [5.842, -1.819, 2.029], [7.350, -0.153, 3.451], [3.397, 1.852, 1.098]],
  "forces_ev_per_angstrom": [[0.0, -0.2, -0.3], [0.1, 0.2, 0.3], [0.0, 0.0, 0.2], [0.2, 0.2, -0.6], [0.0, 0.2, 0.2], [-0.4, -0.1, 0.3], [1.0, 0.1, 0.2], [0.5, -0.4, 0.1], [-0.1, -0.1, -0.3], [-0.5, 0.7, 0.2], [0.5, -0.3, -0.3], [-0.9, 0.3, 0.1], [0.0, -0.1, 0.1], [-0.2, 0.2, -0.2], [-0.1, 0.1, -0.1], [0.1, 0.0, 0.3], [0.2, -0.1, -0.1], [-0.1, 0.2, 0.4], [-0.2, -0.1, -0.4], [0.0, 0.1, 0.2], [0.0, 0.0, 0.0], [0.0, -0.1, -0.1], [0.0, 0.0, -0.1], [0.4, 0.0, -0.1], [0.4, -0.2, 0.1], [0.1, -0.3, 0.0], [0.1, 0.0, 0.1], [-0.1, 0.0, -0.2], [0.0, 0.4, 0.1], [-0.8, -0.3, -0.1], [-0.3, -0.2, -0.2], [0.3, 0.0, 0.2], [0.1, -0.2, 0.0], [-0.2, 0.2, 0.0], [-0.1, 0.0, -0.1], [0.0, 0.0, 0.0], [0.0, -0.1, -0.1], [0.1, 0.2, 0.0]],
  "mulliken_charge": [-0.436, 0.886, -0.702, -1.218, 0.196, -0.319, 0.113, 0.168, -0.530, -0.367, 1.664, 0.452, -0.687, -0.499, -0.406, -0.166, 0.563, -0.448, -0.212, 0.187, 0.199, 0.320, 0.619, 0.043, 0.055, 0.389, -0.735, 0.445, 0.776, -0.833, -0.670, 0.374, 0.502, -0.766, -0.750, -0.783, 0.338, 0.236],
  "total_charge": -2,
  "gap_ev": 3.66
}

---

Record 4
{
  "formula": "C33H87F2O12S2",
  "method": "ωB97M-V with the def2-TZVPD basis set",
  "species": ["O", "S", "O", "C", "S", "F", "C", "C", "F", "H", "H", "H", "H", "H", "H", "H", "C", "C", "C", "O", "H", "H", "H", "H", "H", "H", "H", "H", "C", "C", "C", "O", "H", "H", "H", "H", "H", "H", "H", "H", "C", "C", "C", "O", "H", "H", "H", "H", "H", "H", "H", "H", "C", "C", "C", "O", "H", "H", "H", "H", "H", "H", "H", "H", "C", "C", "C", "O", "H", "H", "H", "H", "H", "H", "H", "H", "C", "C", "C", "O", "H", "H", "H", "H", "H", "H", "H", "H", "C", "C", "C", "O", "H", "H", "H", "H", "H", "H", "H", "H", "C", "C", "C", "O", "H", "H", "H", "H", "H", "H", "H", "H", "C", "C", "C", "O", "H", "H", "H", "H", "H", "H", "H", "H", "C", "C", "C", "O", "H", "H", "H", "H", "H", "H", "H", "H"],
  "positions_angstrom": [[1.517, 2.253, -2.269], [1.846, 2.863, -3.515], [3.223, 3.065, -3.825], [1.161, 4.521, -3.616], [-0.585, 4.837, -3.673], [-0.900, 4.306, -5.125], [-1.488, 3.698, -2.634], [-2.439, 2.762, -3.425], [-2.707, 1.725, -2.587], [1.356, 2.127, -4.542], [1.554, 5.070, -2.755], [1.540, 4.986, -4.529], [-2.081, 4.344, -1.981], [-0.854, 3.074, -1.998], [-1.978, 2.365, -4.328], [-3.370, 3.271, -3.675], [0.407, 3.758, 1.141], [-0.052, 2.378, 1.571], [1.115, 1.493, 1.964], [-0.796, 1.769, 0.513], [1.058, 3.670, 0.262], [-0.453, 4.374, 0.862], [0.956, 4.273, 1.929], [-0.746, 2.466, 2.407], [1.791, 1.357, 1.114], [0.764, 0.505, 2.265], [1.687, 1.926, 2.785], [-0.212, 1.674, -0.248], [-1.789, -1.627, 0.184], [-3.293, -1.789, 0.312], [-3.880, -2.625, -0.811], [-3.897, -0.491, 0.341], [-1.559, -1.109, -0.753], [-1.409, -1.013, 1.001], [-1.266, -2.584, 0.182], [-3.535, -2.245, 1.273], [-3.687, -2.153, -1.779], [-4.961, -2.718, -0.699], [-3.453, -3.627, -0.840], [-3.685, -0.059, -0.495], [2.417, -2.015, -0.033], [3.276, -1.832, 1.210], [4.457, -2.787, 1.221], [2.485, -2.005, 2.388], [2.013, -3.030, -0.068], [1.575, -1.320, -0.021], [2.999, -1.852, -0.943], [3.636, -0.803, 1.253], [4.106, -3.822, 1.222], [5.057, -2.637, 2.120], [5.089, -2.651, 0.345], [2.149, -2.909, 2.377], [-5.466, -6.365, -4.701], [-5.093, -5.876, -3.311], [-6.186, -6.159, -2.296], [-4.808, -4.473, -3.332], [-6.374, -5.862, -5.044], [-4.669, -6.146, -5.413], [-5.651, -7.439, -4.704], [-4.161, -6.351, -2.999], [-7.095, -5.620, -2.572], [-5.884, -5.803, -1.310], [-6.407, -7.225, -2.227], [-5.618, -4.023, -3.602], [4.894, -3.279, -4.061], [5.636, -3.000, -2.763], [7.141, -2.947, -2.972], [5.298, -3.970, -1.774], [5.193, -4.250, -4.466], [3.818, -3.306, -3.889], [5.111, -2.518, -4.812], [5.294, -2.048, -2.348], [7.503, -3.909, -3.345], [7.650, -2.739, -2.031], [7.414, -2.177, -3.694], [5.584, -4.834, -2.094], [4.805, 0.701, 3.402], [4.998, 1.914, 4.298], [5.363, 1.498, 5.712], [3.817, 2.724, 4.303], [3.986, 0.077, 3.772], [4.550, 1.019, 2.389], [5.707, 0.089, 3.359], [5.781, 2.553, 3.885], [4.568, 0.889, 6.145], [5.510, 2.371, 6.349], [6.277, 0.904, 5.721], [3.114, 2.186, 4.687], [-9.931, -2.993, -0.211], [-8.628, -3.147, -0.978], [-8.183, -1.836, -1.608], [-8.746, -4.168, -1.971], [-10.731, -2.676, -0.886], [-10.225, -3.941, 0.236], [-9.838, -2.248, 0.579], [-7.848, -3.506, -0.303], [-8.934, -1.487, -2.323], [-7.242, -1.970, -2.144], [-8.044, -1.061, -0.853], [-9.434, -3.902, -2.593], [-4.278, 2.476, 2.692], [-5.741, 2.683, 2.345], [-6.654, 1.852, 3.231], [-5.951, 2.368, 0.966], [-4.020, 1.425, 2.530], [-3.646, 3.076, 2.035], [-4.047, 2.735, 3.726], [-6.004, 3.738, 2.444], [-6.431, 0.789, 3.106], [-7.698, 2.011, 2.959], [-6.525, 2.107, 4.283], [-5.712, 1.438, 0.848], [5.645, -3.436, 5.862], [5.833, -2.275, 6.826], [6.245, -2.748, 8.210], [4.644, -1.487, 6.894], [4.853, -4.100, 6.221], [5.354, -3.071, 4.876], [6.560, -4.022, 5.763], [6.594, -1.598, 6.432], [5.470, -3.393, 8.635], [6.379, -1.899, 8.880], [7.176, -3.315, 8.174], [3.938, -2.047, 7.237], [3.121, 9.357, -3.478], [3.167, 7.843, -3.538], [4.196, 7.334, -4.531], [1.857, 7.320, -3.867], [2.856, 9.768, -4.456], [2.376, 9.694, -2.757], [4.090, 9.762, -3.190], [3.385, 7.443, -2.547], [3.962, 7.690, -5.538], [4.216, 6.243, -4.553], [5.194, 7.686, -4.272], [1.625, 7.679, -4.733]],
  "forces_ev_per_angstrom": [[-1.0, 0.1, 0.1], [1.7, -0.8, 0.5], [0.0, 0.4, -0.3], [-0.4, -0.5, -0.3], [-0.1, 0.6, 0.0], [0.1, -0.1, 0.1], [-0.4, -0.4, 0.3], [0.1, 0.1, -0.1], [-0.1, -0.2, 0.2], [-0.6, 0.3, 0.0], [0.0, 0.0, 0.0], [0.1, 0.2, 0.2], [0.1, 0.1, 0.0], [0.3, 0.2, -0.2], [0.0, 0.0, 0.0], [0.0, 0.0, 0.0], [-0.1, 0.2, -0.1], [0.4, -0.1, -0.1], [0.0, -0.2, 0.1], [-0.4, 0.2, -0.2], [0.1, 0.0, 0.1], [0.0, 0.0, 0.1], [0.0, 0.0, 0.0], [-0.1, 0.0, -0.1], [0.0, 0.1, 0.0], [0.0, 0.0, 0.0], [0.0, 0.0, 0.0], [0.2, -0.2, 0.2], [0.1, 0.0, 0.1], [0.1, 0.0, -0.2], [-0.1, 0.1, 0.1], [-0.3, 0.1, 0.1], [0.0, 0.0, 0.0], [0.0, 0.0, 0.0], [0.0, 0.0, 0.0], [0.0, 0.1, 0.0], [0.0, 0.0, 0.0], [0.0, 0.0, 0.0], [0.0, 0.0, 0.0], [0.0, 0.0, 0.1], [-0.1, 0.1, 0.0], [-0.1, -0.3, -0.1], [0.1, 0.1, 0.1], [0.0, 0.2, 0.0], [0.0, 0.0, 0.0], [0.0, 0.0, 0.0], [0.0, 0.0, 0.0], [0.0, 0.0, 0.1], [0.0, 0.0, -0.1], [0.0, 0.0, 0.0], [0.0, -0.1, 0.0], [0.0, 0.0, 0.1], [0.1, 0.0, 0.0], [-0.2, 0.0, 0.0], [0.1, 0.1, 0.0], [0.1, 0.0, -0.1], [0.0, 0.0, 0.0], [0.0, 0.0, 0.0], [0.0, 0.0, 0.0], [0.0, 0.1, 0.0], [0.0, -0.1, 0.0], [0.0, 0.0, 0.0], [0.0, 0.0, 0.0], [0.0, 0.0, 0.1], [-0.1, 0.0, 0.0], [0.1, -0.1, -0.1], [0.0, 0.0, 0.1], [0.0, 0.0, 0.0], [0.0, 0.0, 0.0], [0.0, 0.0, 0.0], [0.0, 0.0, 0.0], [0.0, 0.0, 0.0], [0.0, 0.0, 0.0], [0.0, 0.0, 0.0], [0.0, 0.0, 0.0], [0.0, 0.0, 0.0], [-0.1, 0.1, -0.1], [0.0, -0.2, 0.1], [0.0, 0.2, 0.1], [0.0, 0.0, -0.1], [0.0, 0.0, 0.0], [0.0, 0.0, 0.0], [0.0, 0.0, 0.0], [0.0, 0.1, 0.0], [0.0, -0.1, 0.0], [0.0, 0.0, 0.0], [0.0, 0.0, 0.0], [0.0, 0.1, 0.1], [0.0, -0.1, 0.0], [-0.1, 0.1, 0.0], [0.1, 0.0, -0.1], [0.0, 0.1, -0.1], [0.0, 0.0, 0.0], [0.0, 0.0, 0.0], [0.0, 0.0, 0.0], [0.0, 0.0, 0.0], [0.0, 0.0, 0.0], [0.0, 0.0, 0.0], [0.0, 0.0, 0.0], [0.0, 0.0, 0.1], [0.2, 0.0, -0.1], [0.1, -0.2, 0.0], [-0.1, 0.0, -0.1], [0.0, 0.0, 0.0], [0.1, 0.0, 0.0], [0.0, 0.0, 0.0], [-0.1, 0.0, 0.0], [0.0, 0.0, -0.1], [0.0, 0.0, 0.0], [0.0, 0.0, 0.0], [0.0, 0.0, 0.0], [0.0, 0.0, 0.0], [0.0, 0.1, -0.1], [0.0, -0.2, 0.0], [0.0, 0.1, 0.0], [0.0, 0.0, 0.0], [0.0, 0.0, 0.0], [0.0, 0.0, 0.0], [0.0, 0.0, 0.0], [0.0, 0.0, 0.0], [0.0, 0.0, 0.0], [0.0, 0.0, 0.0], [0.0, 0.0, 0.0], [0.0, 0.0, 0.0], [-0.1, 0.0, 0.0], [0.1, 0.1, -0.1], [-0.1, -0.1, 0.0], [-0.1, -0.2, -0.1], [0.1, 0.0, 0.0], [0.0, 0.0, 0.0], [0.0, 0.0, 0.0], [-0.1, 0.0, 0.0], [0.0, 0.0, 0.0], [0.0, 0.0, 0.0], [0.0, 0.0, 0.0], [0.0, 0.1, 0.1]],
  "mulliken_charge": [-0.402, 0.840, -0.546, -0.572, 0.516, -0.193, 0.294, -0.476, -0.221, 0.159, 0.365, 0.433, 0.486, -0.394, 0.325, 0.336, -1.264, 0.513, -0.895, -0.234, 0.167, 0.279, 0.458, 0.299, 0.141, 0.312, 0.159, 0.093, -1.110, 0.356, -1.131, -0.222, 0.186, 0.201, 0.468, 0.315, 0.247, 0.129, 0.416, 0.166, -0.935, 1.055, -1.174, -0.514, 0.378, 0.114, 0.146, -0.208, 0.375, 0.201, 0.150, 0.364, -1.360, 0.361, -0.937, -0.492, 0.331, 0.323, 0.389, 0.301, 0.122, 0.235, 0.422, 0.329, -1.354, 0.643, -1.393, -0.495, 0.349, 0.320, 0.370, 0.226, 0.356, 0.340, 0.370, 0.311, -1.032, 0.169, -1.213, -0.583, 0.321, 0.244, 0.454, 0.342, 0.205, 0.367, 0.335, 0.345, -1.446, 0.571, -1.202, -0.505, 0.372, 0.351, 0.369, 0.205, 0.429, 0.209, 0.328, 0.310, -0.976, 0.337, -1.253, -0.557, 0.170, 0.198, 0.442, 0.323, 0.277, 0.329, 0.371, 0.325, -1.126, 0.669, -1.479, -0.486, 0.359, 0.115, 0.385, 0.208, 0.365, 0.347, 0.376, 0.304, -1.380, 0.429, -1.230, -0.497, 0.369, 0.338, 0.392, 0.252, 0.335, 0.269, 0.407, 0.330],
  "total_charge": 1,
  "gap_ev": 6.14
}

---

Record 5
{
  "formula": "C6H11NO2S",
  "method": "ωB97M-V with the def2-TZVPD basis set",
  "species": ["C", "C", "C", "C", "C", "C", "N", "O", "O", "S", "H", "H", "H", "H", "H", "H", "H", "H", "H", "H", "H"],
  "positions_angstrom": [[0.223, -0.548, -1.760], [0.641, -0.885, 0.715], [0.692, -0.037, -0.540], [-0.816, -0.852, 1.269], [-1.816, -1.876, 1.112], [1.534, 2.192, 0.253], [0.402, 1.455, -0.324], [-0.180, 0.397, -2.775], [0.179, -1.706, -2.041], [-1.199, 0.549, 2.082], [1.121, -1.807, 0.446], [1.233, -0.487, 1.537], [-2.356, -2.140, 0.126], [-2.638, -1.434, 1.746], [-1.480, -2.968, 1.426], [2.423, 2.308, -0.409], [1.243, 3.222, 0.551], [1.876, 1.455, 1.041], [-0.623, -0.141, -3.573], [0.021, 1.835, -1.161], [-0.480, 1.467, 0.281]],
  "forces_ev_per_angstrom": [[-0.7, 0.7, -3.2], [0.1, 1.3, -0.7], [-0.6, 2.1, 2.0], [1.5, 0.1, -0.9], [-2.1, -3.1, 0.1], [1.2, -0.5, 0.9], [-0.2, -1.8, -0.6], [-0.8, -1.7, -0.6], [0.0, -1.4, 0.1], [-0.3, 1.4, 0.4], [-0.5, -0.9, -0.1], [0.3, 0.3, -0.2], [1.1, 1.0, 0.7], [0.5, -1.4, -0.4], [-0.6, 2.1, -0.1], [-1.0, -0.4, -0.1], [0.0, -1.0, 0.3], [-0.3, 1.7, -0.2], [1.6, 1.4, 2.9], [0.2, 0.4, -1.5], [0.7, -0.2, 1.3]],
  "mulliken_spin": [-0.012, 0.019, 0.568, 0.603, -0.010, 0.026, 0.011, 0.010, 0.156, 0.468, 0.014, 0.035, 0.057, 0.003, 0.039, 0.001, 0.000, -0.004, -0.001, -0.008, 0.024],
  "s2": 2.013,
  "total_charge": 0,
  "e_above_lowest_kj_mol": 0.0,
  "gap_ev": [5.86, 5.14],
  "multiplicity": 3
}

---

Record 6
{
  "formula": "C3H4FN3O",
  "method": "ωB97M-V with the def2-TZVPD basis set",
  "species": ["C", "C", "C", "H", "H", "H", "H", "N", "N", "N", "O", "F"],
  "positions_angstrom": [[0.281, 2.239, 1.224], [0.292, 1.036, 0.338], [-0.286, -0.245, 0.567], [-0.236, 2.053, 2.143], [1.295, 2.579, 1.487], [-0.263, 3.026, 0.676], [-0.128, -2.048, -1.932], [0.667, 1.088, -0.913], [0.480, -0.049, -1.495], [-0.118, -0.824, -0.628], [-0.303, -2.121, -0.991], [-0.797, -0.926, 1.558]],
  "forces_ev_per_angstrom": [[0.4, 0.3, -0.6], [-1.8, -0.8, 2.6], [1.2, 1.0, -1.3], [-0.4, -0.2, 0.5], [-0.4, -0.1, -0.3], [0.4, -0.1, 0.4], [0.1, -0.3, -0.6], [1.0, 0.7, -1.1], [-0.2, -0.3, -0.8], [0.3, -0.4, 0.1], [-0.4, -0.1, 0.8], [-0.2, 0.2, 0.5]],
  "mulliken_charge": [-1.079, 0.152, 0.609, 0.315, 0.268, 0.287, 0.427, -0.411, -0.611, 0.802, -0.466, -0.293],
  "total_charge": 0,
  "e_above_lowest_kj_mol": 297.6,
  "gap_ev": 10.33
}